(1)
{
  "formula": "C43H35BrCdF3I2N5O2S",
  "method": "ωB97M-V with the def2-TZVPD basis set",
  "gap_ha": 0.125,
  "total_charge": -2,
  "de_lowest_ev": 0.8206,
  "lumo_energy_ev": 3.26,
  "elements": ["Cd", "F", "C", "C", "C", "C", "C", "F", "C", "C", "C", "C", "C", "C", "N", "H", "H", "H", "H", "H", "H", "I", "C", "C", "C", "I", "C", "C", "C", "C", "N", "C", "C", "O", "H", "H", "H", "H", "F", "C", "C", "C", "C", "C", "C", "C", "H", "H", "H", "H", "H", "H", "C", "C", "C", "C", "O", "H", "H", "H", "H", "H", "H", "H", "H", "H", "N", "C", "N", "C", "C", "C", "C", "C", "C", "S", "H", "H", "H", "H", "H", "H", "Br", "C", "C", "C", "C", "N", "C", "H", "H", "H", "H"],
  "coordinates": [[0.836937, 0.021655, -0.257896], [5.924424, -1.728995, -1.463399], [4.640101, -2.105784, -1.242610], [3.683374, -1.161387, -0.944615], [2.360186, -1.540797, -0.715979], [2.014254, -2.904942, -0.793096], [3.026415, -3.808329, -1.100723], [2.787101, -5.147882, -1.214709], [4.338867, -3.446074, -1.329589], [0.579659, -3.308535, -0.582524], [0.137214, -4.632919, -0.532217], [-1.214320, -4.898315, -0.361184], [-2.112020, -3.852874, -0.255360], [-1.601236, -2.564525, -0.312507], [-0.300341, -2.308773, -0.451778], [3.988610, -0.120896, -0.883339], [5.087360, -4.191440, -1.564186], [0.829558, -5.452447, -0.625295], [-1.557464, -5.925719, -0.322160], [-3.174269, -4.009583, -0.121262], [-2.248973, -1.699137, -0.205890], [4.466382, 2.251720, 3.262283], [4.121095, 2.794131, 1.273060], [4.868095, 3.822597, 0.697652], [4.645283, 4.193130, -0.603057], [5.831083, 5.741838, -1.396332], [3.660638, 3.542953, -1.386503], [3.354981, 3.861351, -2.729987], [2.375547, 3.182417, -3.391035], [1.688639, 2.151326, -2.725683], [1.960807, 1.822778, -1.491903], [2.912211, 2.490086, -0.797544], [3.117427, 2.068207, 0.592318], [2.447603, 1.135814, 1.119842], [5.621597, 4.328272, 1.285455], [3.909761, 4.648126, -3.224624], [2.124432, 3.422116, -4.415750], [0.898314, 1.588131, -3.211714], [-7.881861, -2.023861, 2.051790], [-6.572437, -1.573953, 1.909570], [-5.646620, -1.837128, 2.900542], [-4.345658, -1.373560, 2.778479], [-3.901316, -0.577656, 1.655292], [-2.617339, -0.061939, 1.551198], [-4.911111, -0.396593, 0.636774], [-6.205090, -0.872742, 0.775207], [-5.952831, -2.410065, 3.771102], [-3.627170, -1.589358, 3.565859], [-1.882256, -0.231323, 2.327541], [-2.326390, 0.552868, 0.703970], [-4.634662, 0.144437, -0.265527], [-6.941388, -0.708661, -0.005630], [-1.531737, 3.104363, 2.202879], [-0.455818, 3.613495, 1.249629], [-0.977482, 4.813330, 0.459233], [0.793324, 3.995921, 2.030191], [-0.062044, 2.593780, 0.331958], [-1.772842, 3.866907, 2.951383], [-1.183539, 2.203993, 2.711338], [-2.439694, 2.831330, 1.661783], [-1.311536, 5.606080, 1.136623], [-1.819714, 4.508876, -0.167813], [-0.190022, 5.207286, -0.189783], [0.538555, 4.673573, 2.849720], [1.523005, 4.488357, 1.380871], [1.252732, 3.096378, 2.445195], [-2.031779, 2.058602, -1.306584], [-1.850590, 1.058637, -2.106307], [-0.779637, 0.247942, -2.137215], [-0.826533, -0.667044, -3.167369], [0.182371, -1.572671, -3.499589], [0.001500, -2.454080, -4.558174], [-1.165488, -2.441852, -5.316273], [-2.171393, -1.524835, -5.017045], [-1.992754, -0.651656, -3.957523], [-3.066794, 0.595191, -3.378711], [-0.826503, 2.426044, -0.282016], [-2.927517, 2.508191, -1.431454], [1.097340, -1.578064, -2.920441], [0.789096, -3.161494, -4.795356], [-1.294975, -3.139303, -6.135666], [-3.081504, -1.490383, -5.604905], [3.191920, -0.860407, 5.591879], [1.762806, -1.396623, 4.461565], [0.824720, -2.289386, 4.935860], [-0.196492, -2.665204, 4.081921], [-0.226333, -2.133899, 2.800844], [0.681453, -1.270192, 2.355453], [1.669786, -0.895163, 3.170559], [0.893624, -2.677927, 5.943891], [-0.966864, -3.353757, 4.404934], [-1.019257, -2.393901, 2.108686], [2.383406, -0.178200, 2.773501]],
  "forces_ev_per_angstrom": [[-0.1557, -0.0272, -0.1434], [0.1132, 0.0300, -0.0269], [-0.0983, 0.0155, 0.0292], [-0.0243, 0.0312, 0.0583], [0.1318, -0.0931, -0.0266], [-0.1529, 0.0285, 0.0659], [0.0240, 0.0245, -0.0215], [-0.0005, -0.1050, -0.0129], [0.0609, -0.1297, -0.0171], [0.0388, 0.0736, 0.0270], [-0.0905, -0.1484, 0.0365], [0.1133, 0.0284, -0.0190], [-0.0177, 0.0170, 0.0060], [0.1103, 0.0970, -0.1514], [-0.1237, -0.0495, -0.0220], [-0.0172, -0.0407, -0.0043], [-0.0450, 0.0404, 0.0076], [-0.0198, 0.0429, 0.0166], [0.0098, -0.0126, 0.0157], [0.0194, 0.0226, -0.0149], [0.0480, -0.0191, 0.0307], [-0.0050, 0.0499, -0.1008], [-0.0465, -0.1322, 0.0547], [-0.1753, -0.1174, -0.0659], [0.1292, 0.1594, -0.0504], [-0.0727, -0.0705, 0.0261], [-0.0768, -0.1121, 0.0464], [0.0552, 0.0287, 0.0429], [-0.0329, -0.0284, -0.0426], [0.0260, -0.0043, -0.0766], [0.1476, 0.0290, 0.1540], [-0.0165, 0.0361, -0.0604], [0.0590, 0.0349, 0.1147], [0.0710, 0.1821, -0.2235], [0.0036, -0.0147, 0.0231], [-0.0157, 0.0255, 0.0092], [-0.0066, -0.0059, -0.0057], [0.0376, 0.0242, 0.0284], [0.0753, -0.0037, -0.0268], [-0.0977, 0.0016, -0.0031], [0.2426, 0.0186, 0.0646], [-0.0997, 0.0084, -0.0962], [0.1065, -0.0782, 0.0198], [-0.1648, -0.1268, -0.0867], [-0.0466, -0.0851, 0.0607], [0.1755, 0.0889, -0.0897], [0.0374, 0.0115, -0.0085], [-0.0697, 0.0250, 0.0035], [-0.1067, 0.1287, 0.0589], [-0.0769, -0.0011, 0.1305], [-0.0536, -0.0291, 0.0503], [0.0302, 0.0254, -0.0022], [0.0127, -0.0440, -0.0334], [0.1613, -0.0667, 0.0208], [-0.0230, 0.0440, -0.0429], [0.0246, 0.0041, 0.0356], [0.2037, 0.0589, 0.3781], [-0.0122, -0.0227, -0.0357], [-0.0279, 0.0334, -0.0009], [0.0336, -0.0198, 0.0448], [0.0260, -0.0150, -0.0418], [0.0373, 0.0583, 0.0583], [-0.0402, -0.0249, 0.0231], [0.0313, 0.0198, -0.0217], [-0.0046, -0.0569, 0.0157], [-0.0150, 0.0393, 0.0127], [-0.0586, -0.2323, -0.3258], [-0.1440, -0.2253, -0.3004], [0.0790, 0.1929, 0.2893], [-0.0851, 0.1162, 0.0623], [0.0192, 0.0130, -0.0014], [0.0298, 0.0582, 0.0366], [-0.0898, 0.0699, 0.0456], [0.0633, -0.0098, 0.0252], [-0.0542, -0.0422, -0.0504], [0.1427, 0.0396, 0.1272], [-0.1865, 0.0359, -0.0918], [-0.0871, -0.0201, -0.0316], [-0.0271, -0.0256, -0.0135], [-0.0219, 0.0279, 0.0226], [0.0044, 0.0237, 0.0165], [0.0100, -0.0186, 0.0122], [0.0061, 0.0090, -0.0034], [0.0792, 0.0601, -0.0691], [-0.0478, -0.0661, 0.0718], [-0.0483, -0.0569, -0.0100], [-0.0376, -0.0559, -0.0629], [0.1530, 0.2578, 0.0139], [-0.0154, -0.0521, -0.0165], [-0.0105, 0.0123, -0.0143], [0.0152, 0.0136, -0.0388], [0.0144, 0.0385, 0.0726], [-0.0668, -0.0661, 0.0393]],
  "lowdin_charge": [1.429, 0.034, -0.290, -0.077, -0.169, -0.169, -0.226, 0.018, 0.031, -0.230, -0.018, -0.078, -0.056, -0.143, 0.047, 0.088, 0.118, 0.092, 0.096, 0.104, 0.081, 0.867, -0.645, -0.259, -0.680, 0.805, -0.217, -0.064, -0.051, -0.125, 0.060, -0.156, -0.501, -0.213, 0.067, 0.048, 0.098, 0.094, -0.053, -0.339, -0.091, -0.091, -0.370, -0.106, -0.082, -0.083, 0.093, 0.080, 0.007, 0.005, 0.080, 0.096, -0.045, -0.668, -0.043, -0.037, -0.132, 0.077, 0.076, 0.073, 0.078, 0.066, 0.081, 0.082, 0.082, 0.066, 0.034, -0.735, -0.024, -0.357, -0.040, -0.105, -0.132, -0.124, -0.509, 0.983, -0.012, 0.045, 0.081, 0.093, 0.083, 0.093, 0.672, -0.661, -0.134, -0.055, -0.147, 0.072, -0.167, 0.095, 0.103, 0.086, 0.051]
}

(2)
{
  "formula": "C12H11F2NRu",
  "method": "ωB97M-V with the def2-TZVPD basis set",
  "gap_ha": [0.249, 0.208],
  "spin_multiplicity": 5,
  "total_charge": 2,
  "s_squared": 6.050,
  "de_lowest_ev": 0.1640,
  "lumo_energy_ev": [-8.36, -11.65],
  "elements": ["Ru", "C", "H", "H", "H", "H", "H", "F", "C", "C", "C", "C", "C", "F", "C", "C", "C", "C", "C", "C", "N", "H", "H", "H", "H", "H", "H"],
  "coordinates": [[-0.153022, 0.188164, -1.615989], [-0.431249, -0.006602, -3.891758], [0.598461, 0.229890, -4.169270], [-0.708485, -0.856802, -4.530079], [-1.123948, 0.811888, -4.009628], [-0.634402, -0.653133, -2.922971], [-1.636060, -0.246841, -1.550647], [-0.921522, -4.672411, 0.713254], [-0.570345, -3.353421, 0.812965], [-0.817976, -2.544723, -0.320282], [-0.458165, -1.169570, -0.238092], [0.083534, -0.643415, 0.993153], [0.264773, -1.559002, 2.038981], [0.782623, -1.046986, 3.190464], [-0.021331, -2.926451, 2.023920], [0.391999, 0.764912, 1.106224], [0.862825, 1.501930, 2.192538], [1.068226, 2.864658, 2.103188], [0.745826, 3.508915, 0.918404], [0.285554, 2.776256, -0.168175], [0.180512, 1.446676, -0.039724], [-1.262592, -2.962339, -1.228093], [0.125980, -3.613856, 2.866758], [1.080000, 1.024548, 3.112192], [1.454357, 3.418295, 2.936086], [0.841418, 4.566566, 0.824662], [-0.026978, 3.152844, -1.148081]],
  "forces_ev_per_angstrom": [[0.7143, 0.8682, -1.3333], [0.4848, -1.0011, -0.7200], [-0.0751, 0.1815, 0.2203], [-0.2064, 0.4146, -0.0780], [-0.2210, 0.2608, -0.1387], [-0.5477, -0.7658, -1.8527], [-0.3724, -0.2624, 0.3540], [0.7199, 2.7036, 0.1387], [-0.5587, -3.0825, 0.5594], [0.5055, 2.3964, -0.3207], [-0.5411, -1.9392, 1.3995], [-0.3565, -0.1816, -0.6296], [0.9909, -1.1798, 3.2403], [-0.6985, -1.0180, -1.4043], [-0.1060, 1.0492, -0.6126], [0.1354, 0.6248, 0.0379], [0.1443, -0.2919, 0.5313], [-0.3152, -0.0272, -0.8798], [-0.0359, 0.3311, 0.0743], [-0.0561, -1.4251, 0.3276], [-0.4593, 1.1607, -0.4447], [0.1614, -0.0132, 0.4493], [0.0004, 0.4820, -0.3594], [0.1254, -0.3304, 0.6120], [0.0842, 0.1327, 0.2901], [0.0969, 0.6029, -0.0126], [0.3862, 0.3099, 0.5517]],
  "lowdin_charge": [1.155, -0.091, 0.055, 0.080, 0.054, -0.060, 0.117, 0.147, -0.136, 0.075, -0.215, -0.064, -0.110, 0.121, 0.154, -0.175, 0.075, 0.043, 0.042, -0.031, -0.089, 0.145, 0.175, 0.121, 0.141, 0.132, 0.139]
}

(3)
{
  "formula": "C5H9N3",
  "method": "ωB97M-V with the def2-TZVPD basis set",
  "gap_ha": 0.348,
  "de_lowest_ev": 8.3089,
  "lumo_energy_ev": 1.00,
  "elements": ["C", "C", "C", "C", "C", "H", "H", "H", "H", "H", "H", "H", "H", "H", "N", "N", "N"],
  "coordinates": [[-1.145123, 1.240174, -0.152434], [0.170817, -1.559180, 0.536860], [1.437190, -0.648395, 0.212120], [1.309071, 0.345359, -1.105017], [0.213741, 0.682616, -0.405462], [-1.710224, 1.243988, -1.108984], [-1.597407, 1.973257, 0.481018], [-2.587474, -0.302412, 0.438725], [0.307626, -2.578901, 0.622664], [2.406025, -0.957801, 0.574841], [1.126346, -0.025301, -2.199215], [2.145970, 1.021175, -0.911958], [-0.267515, -0.289685, -0.865125], [0.167647, 0.452339, 1.710214], [-1.680095, 0.023518, 0.689062], [-1.111664, -1.238638, 0.608845], [0.815069, 0.617888, 0.873844]],
  "forces_ev_per_angstrom": [[-2.6350, -1.6527, -2.0368], [-0.9800, 1.8304, -1.6044], [-2.0727, 1.0543, 1.3509], [6.0942, -1.8780, -4.2834], [-7.8544, 2.0953, 2.7678], [0.0870, 0.1527, 0.3971], [1.1362, 1.6011, 0.2436], [-1.2819, 1.0919, -0.0836], [0.3763, -2.1141, 0.1662], [0.2167, -0.3432, 0.0040], [0.9129, 0.5422, 2.0621], [0.4933, 0.0124, -0.8159], [-0.2126, 1.1864, 1.1798], [1.2225, 0.0451, -1.7280], [0.5462, -1.1292, -0.6482], [2.5534, -1.0039, 1.3580], [1.3979, -1.4909, 1.6709]],
  "lowdin_charge": [-0.080, -0.099, -0.111, -0.101, -0.566, 0.113, 0.095, 0.093, 0.064, 0.111, 0.160, 0.109, 0.138, 0.140, -0.074, -0.042, 0.048]
}

(4)
{
  "formula": "CF5HgLiO3P",
  "method": "ωB97M-V with the def2-TZVPD basis set",
  "gap_ha": [0.312, 0.173],
  "spin_multiplicity": 2,
  "s_squared": 0.753,
  "lumo_energy_ev": [-0.65, -4.43],
  "elements": ["P", "F", "F", "F", "F", "F", "O", "O", "C", "O", "Hg", "Li"],
  "coordinates": [[-0.977433, -0.242222, 1.246645], [-1.013261, 0.514947, 2.632045], [2.946232, 0.194498, 0.794271], [-2.579787, -0.083937, 1.153346], [-1.212102, -1.811379, 1.312817], [0.582730, -0.713475, 1.377384], [-0.840910, 0.737041, -0.012047], [-0.456233, 1.446035, -2.071382], [-0.141382, 0.633113, -1.205490], [0.702591, -0.281931, -1.340497], [1.000545, 0.574415, -3.797727], [1.989011, -0.967104, -0.089366]],
  "forces_ev_per_angstrom": [[-0.7044, -1.1653, 1.6042], [0.8851, -0.7549, -1.5053], [-0.2090, -0.6737, -0.7813], [0.7004, 0.0295, -0.1272], [-0.7345, 0.5493, -0.3856], [-0.9476, 1.7387, -0.1514], [0.3907, -0.2995, 0.1030], [-0.1965, 0.6421, -0.6337], [0.7184, -1.0186, 0.4598], [-0.1508, -0.2322, -0.0830], [-0.3215, 0.1851, 0.6996], [0.5697, 0.9995, 0.8009]],
  "lowdin_charge": [0.503, -0.038, -0.757, -0.125, -0.082, -0.185, -0.008, -0.064, -0.777, -0.182, 1.026, 0.689]
}

Calculated total energy (computed, hartree): -6118.87372; -812.38980; -359.89192; -1265.65278
Max |F| (computed, hartree/bohr): 0.0084; 0.0698; 0.1670; 0.0409